(1)
ORCA calculation (wB97M-V/def2-TZVPD) on 40 unconnected molecules or ions with the total composition H80O40.

Cartesian coordinates (Å):
H  4.33088  -0.87195  -1.40778
H  2.69002  -0.96424  -0.90757
O  3.63952  -0.73276  -0.81905
H  0.83580  1.89235  4.53614
H  2.09189  1.55045  5.17679
O  1.15413  1.15111  5.07321
H  -3.07009  0.86643  0.67027
H  -2.05764  1.41952  -0.56386
O  -2.32820  1.36093  0.51260
H  -1.57213  -4.24020  -3.14317
H  -0.38463  -3.71295  -4.01520
O  -1.17691  -3.36772  -3.57496
H  3.10422  1.79694  -0.78751
H  4.06515  1.98218  0.58356
O  3.38833  2.36568  0.05522
H  -5.22261  0.70339  -1.38342
O  -5.20928  1.48428  -0.74846
H  -3.40009  -4.83200  -1.96151
O  -3.23249  -5.10230  -2.85970
H  0.32362  1.71984  1.75619
H  -0.54764  0.44524  1.40125
O  0.36056  0.78577  1.70071
H  -4.10054  -4.14301  1.81589
H  -2.87954  -3.49415  2.69515
O  -3.16055  -4.05948  1.94152
H  0.00867  -5.26382  -1.85657
H  0.93947  -3.98101  -2.22661
O  0.78205  -4.86906  -2.32981
H  -4.56028  -1.24407  -2.58985
H  -4.38953  -0.17568  -3.71073
O  -4.24540  -0.34436  -2.80361
H  1.46098  1.02068  -2.83296
O  2.27712  1.00238  -2.26980
H  1.23459  -0.26541  -4.74150
H  1.39597  -1.64102  -4.70273
O  0.73734  -1.02400  -5.10664
H  1.45001  -1.23780  3.78454
H  1.74410  -2.39185  4.58046
O  0.99390  -1.97849  4.17391
H  2.43265  3.49632  -1.76023
H  1.57184  3.04033  -3.01101
O  2.31994  3.69740  -2.66217
H  -2.05803  4.88167  1.93904
H  -2.55627  5.36699  3.37941
O  -2.52640  4.62652  2.76592
H  5.02824  -2.03982  0.26090
H  3.74443  -2.39065  0.37319
O  4.53895  -2.66272  0.86192
H  -2.20246  -2.84937  1.10187
H  -2.56397  -1.46733  1.59121
O  -2.21480  -1.93729  0.81077
H  -2.42599  1.96494  -2.64104
O  -1.84214  1.28714  -2.34473
H  1.60306  -2.64609  1.32642
H  0.50844  -2.21049  0.29788
O  1.43926  -2.38753  0.45704
H  0.40890  0.70158  -1.25879
O  0.45104  1.62069  -0.95114
H  -3.39579  4.34005  -3.10568
H  -2.86062  3.74170  -4.42765
O  -2.57712  4.00696  -3.54205
H  -1.83028  -3.07856  4.44082
H  -1.28508  -1.79958  3.53928
O  -1.70147  -2.74152  3.58337
H  3.97197  -1.38215  -5.21573
H  3.26425  -1.59095  -3.78793
O  3.87010  -1.06914  -4.34034
H  -0.77347  -1.94181  -0.80372
H  -1.00466  -2.89518  -1.89894
O  -0.38982  -2.72513  -1.17934
H  -1.16764  0.31904  -4.81107
H  -2.52847  1.23941  -5.10431
O  -1.64142  1.09644  -4.90101
H  0.78295  4.18923  2.80788
H  0.49634  4.16345  4.43471
O  0.82720  3.72946  3.61656
H  -0.88892  3.36840  0.14415
H  0.42974  4.05402  0.54565
O  -0.36194  3.62283  0.87818
H  2.82206  3.50085  1.21908
H  2.30074  4.78564  0.59875
O  2.17707  4.25333  1.39997
H  2.70562  -3.35585  -2.32004
H  1.53693  -2.20091  -2.20538
O  2.45635  -2.50722  -2.69758
H  0.22311  -5.21030  1.18050
H  -1.19610  -4.80850  0.65657
O  -0.37612  -5.24116  0.45872
H  4.03303  -0.28288  0.78252
O  4.73686  0.20339  1.25152
H  -3.69482  -2.03419  -0.28631
H  -5.15160  -2.42030  0.22538
O  -4.66050  -2.14014  -0.51237
H  -2.49195  0.55495  -2.19911
H  -6.16323  1.55689  -0.44285
H  0.71264  1.74833  0.01197
H  -3.90437  -4.61176  -3.29271
H  3.00703  1.34766  -2.78015
H  4.63903  -0.36338  2.08078
O  -3.65579  2.04385  3.63483
H  -3.21644  2.04570  2.71093
H  -3.68405  3.00872  3.82098
O  -3.68317  -0.68309  2.53529
H  -3.23352  -0.25796  3.31501
H  -3.90662  -0.09395  1.82787
O  3.29526  -0.88629  4.38381
H  2.69701  -0.21493  4.64169
H  4.18879  -0.66658  4.79152
O  -1.59700  0.35669  3.71893
H  -0.61770  0.24749  3.84501
H  -1.74464  1.00017  4.37026
O  3.24512  2.63671  4.10547
H  3.11065  3.55888  4.06797
H  3.18476  2.53582  3.14744
O  6.67048  0.68734  -0.67850
H  5.92835  0.33153  -0.15046
H  6.38962  1.47972  -1.20961
O  -0.13738  3.29260  -3.46842
H  -0.59757  2.39363  -3.36597
H  -0.71126  4.06036  -3.69699

Values from the calculation:
Orbital gap in Eh: 0.344
Calculated total energy in eV: -83195.7633
Spin multiplicity: 1
LUMO level in eV: -0.57
Energy relative to the best compared isomer or geometry (same formula, charge and spin) in kJ/mol: 969.9
HOMO energy in eV: -9.9

(2)
ORCA calculation (wB97M-V/def2-TZVPD) on a molecular structure, C33H37LaN2O2P2S2Se2.

Cartesian coordinates (Å):
La  12.24411  12.66886  12.76421
S  12.84800  9.76430  12.86512
P  11.90036  9.84279  11.05148
C  11.54852  11.45170  10.65837
P  10.18414  12.33650  10.29015
S  9.46910  13.55279  11.76564
C  8.74582  11.38884  9.70520
C  7.87497  10.94486  10.63738
C  6.79744  10.13071  10.22329
C  6.54793  9.82687  8.89958
C  7.45531  10.35336  7.96483
C  8.53142  11.09263  8.35984
C  10.61810  13.47791  8.90326
C  9.66315  14.33921  8.39189
C  9.99892  15.33179  7.43805
C  11.29093  15.46030  7.04400
C  12.23527  14.54750  7.50648
C  11.92865  13.52170  8.38928
C  13.02241  9.01506  9.82373
C  13.78767  7.89987  10.22285
C  14.65755  7.30001  9.30195
C  14.87335  7.89545  8.03003
C  14.04276  8.95255  7.58588
C  13.14252  9.46473  8.50694
C  10.48876  8.68113  11.16879
C  9.94581  8.36318  12.42632
C  8.80649  7.53252  12.55928
C  8.33682  7.02752  11.35632
C  8.77173  7.36885  10.10292
C  9.84851  8.27955  10.00077
H  8.02716  11.09416  11.68910
H  6.20579  9.66198  10.98529
H  5.66484  9.21036  8.59497
H  7.45905  9.98682  6.92482
H  9.26594  11.36830  7.56707
H  8.61269  14.37912  8.79901
H  9.19164  15.94376  7.09006
H  11.49833  16.23367  6.35544
H  13.30820  14.68184  7.34508
H  12.69310  12.81240  8.72062
H  13.64900  7.58127  11.23048
H  15.19854  6.43412  9.66800
H  15.45211  7.50201  7.27464
H  14.01419  9.41623  6.59534
H  12.55343  10.38459  8.24558
H  10.59326  8.55681  13.29128
H  8.47797  7.12636  13.49428
H  7.52731  6.27015  11.33122
H  8.32260  6.83124  9.23890
H  10.23070  8.60791  8.99723
C  10.17176  10.68185  15.99318
Se  10.25180  12.53845  15.22497
C  11.27415  13.23994  16.73352
C  12.60707  12.56517  17.08102
Se  14.17302  12.48625  15.68609
C  14.67304  10.55617  15.94454
H  9.72155  10.67003  16.96564
H  11.18065  10.23133  15.95211
H  9.62807  10.12304  15.24184
H  10.65457  13.25732  17.63302
H  11.45043  14.26172  16.46552
H  12.38410  11.50268  17.23569
H  13.00924  13.06562  17.96448
H  14.56325  10.23811  16.97244
H  15.67037  10.50343  15.60826
H  13.87704  10.06859  15.35926
C  16.98285  13.90869  11.69006
C  15.54950  13.81090  12.03896
N  14.90808  12.68762  11.95769
O  15.55592  11.66978  11.30460
C  14.81237  14.89465  12.76885
C  15.40487  15.95420  13.70651
N  13.55386  14.67162  12.85319
O  12.78565  15.16078  13.85748
H  17.05213  13.80633  10.62816
H  17.61619  13.18587  12.19794
H  17.35915  14.91032  11.87764
H  15.11053  10.83515  11.53676
H  16.45317  16.23366  13.53342
H  15.33981  15.49538  14.69765
H  14.85528  16.87774  13.75538

Values from the calculation:
Orbital gap in Eh: 0.277
Calculated total energy in eV: -213696.1608
Spin multiplicity: 1
LUMO level in eV: 0.19
Energy relative to the best compared isomer or geometry (same formula, charge and spin) in kJ/mol: 113.6
HOMO energy in eV: -7.3

(3)
ORCA calculation (wB97M-V/def2-TZVPD) on a molecular structure, C22H36F5N2O6PRhS2Te.

Cartesian coordinates (Å):
Rh  -0.78776  -0.04656  0.89108
O  -2.98465  -4.34222  -3.94589
C  -3.64248  -3.11980  -3.70462
C  -2.77962  -2.25598  -2.83618
C  -3.10151  -0.92670  -2.61574
C  -2.41164  -0.20393  -1.66858
N  -1.39262  -0.73074  -0.97040
C  -0.99989  -1.99451  -1.26591
C  -1.67234  -2.77511  -2.17766
C  0.14776  -2.50116  -0.50299
C  0.97261  -3.51278  -0.96214
C  2.02951  -3.93768  -0.17115
C  2.94478  -5.04575  -0.63693
O  2.93190  -5.22239  -2.03499
C  2.21071  -3.32381  1.06331
C  1.36439  -2.30050  1.43694
N  0.36445  -1.88749  0.66040
H  -3.61525  -4.98223  -4.28802
H  -4.58630  -3.26273  -3.16548
H  -3.86709  -2.58987  -4.63700
H  -3.92519  -0.45329  -3.13230
H  -2.67735  0.81395  -1.44821
H  -1.37842  -3.80041  -2.34195
H  0.80283  -3.96811  -1.92743
H  2.59481  -5.98731  -0.20861
H  3.95390  -4.87017  -0.25391
H  3.48259  -4.55045  -2.44934
H  3.00332  -3.63339  1.73174
H  1.48026  -1.79600  2.38613
C  2.14052  2.38318  -3.33516
C  0.70678  2.46137  -2.86433
C  -0.20636  3.21493  -3.80318
O  0.69027  3.18458  -1.58639
P  0.47527  2.51573  -0.18600
S  1.32011  0.69983  -0.04365
S  -1.43721  2.16393  0.26943
O  1.00837  3.57049  0.83695
C  2.18749  4.44843  0.76101
C  3.41422  3.66920  0.33520
C  1.89795  5.65145  -0.10938
H  2.17964  1.89313  -4.30803
H  2.75267  1.80877  -2.63859
H  2.56259  3.38400  -3.43632
H  0.31609  1.45704  -2.68211
H  0.15816  4.23090  -3.95707
H  -1.21926  3.26318  -3.40457
H  -0.23615  2.70799  -4.76776
H  2.29024  4.76754  1.79749
H  3.32717  3.34280  -0.70315
H  3.57453  2.79802  0.97038
H  4.28923  4.31458  0.41148
H  1.86194  5.37994  -1.16284
H  2.68939  6.38733  0.03432
H  0.94931  6.10851  0.16939
C  1.93125  1.14619  3.12115
C  0.65858  1.00137  3.90733
O  -0.51547  0.87519  3.07035
C  -1.68017  0.86521  3.91541
C  -1.78147  -0.36974  4.79698
H  2.75912  1.27017  3.81991
H  1.89042  2.01356  2.46581
H  2.12779  0.26418  2.51631
H  0.49465  1.88607  4.52803
H  0.71944  0.12959  4.56191
H  -2.53243  0.96173  3.25152
H  -1.65304  1.75198  4.55297
H  -1.75565  -2.31382  4.38987
H  -2.79911  -0.43710  5.18224
H  -1.08712  -0.33105  5.63812
F  -4.26482  -0.42307  2.74940
Te  -3.16678  -1.38761  1.50848
F  -4.21529  -2.36847  0.30488
F  -1.96235  -2.94345  1.19754
F  -4.03688  0.00627  0.40413
F  -3.83152  -2.70644  2.71588
O  -1.45378  -1.49051  3.98048

Values from the calculation:
Net charge: +1
Orbital gap in Eh: 0.277
Calculated total energy in eV: -93509.8502
Spin multiplicity: 1
LUMO level in eV: -4.52
Energy relative to the best compared isomer or geometry (same formula, charge and spin) in kJ/mol: 96.3
HOMO energy in eV: -12.1

(4)
ORCA calculation (wB97M-V/def2-TZVPD) on a molecular structure, CH3N2OS2.

Cartesian coordinates (Å):
C  2.60102  0.32255  0.31946
N  -1.03200  -0.62063  -0.65938
N  -1.17657  0.58339  -0.30713
O  3.74196  0.40453  0.66431
S  1.61590  1.55760  -0.25730
S  -2.47920  1.44344  -0.12697
H  -2.04326  -1.05997  -0.89464
H  2.03470  -0.55656  0.29717
H  -0.04744  0.96590  0.00969

Values from the calculation:
Net charge: -1
Orbital gap in Eh: 0.285
Calculated total energy in eV: -27783.2696
Spin multiplicity: 1
LUMO level in eV: 3.53
Energy relative to the best compared isomer or geometry (same formula, charge and spin) in kJ/mol: 86.7
HOMO energy in eV: -4.2